The following is a DFT calculation (wB97M-V/def2-TZVPD) of H14O7 as an isolated structure.

XYZ file:
```
21
Properties=species:S:1:pos:R:3:lowdin_charge:R:1
H 0.488 0.844 -0.891 0.027
H 1.518 0.599 -1.981 0.039
H 3.320 3.608 1.087 0.031
H 3.609 2.918 -0.236 0.030
H 1.820 -1.585 0.842 0.028
H 2.663 -0.549 1.567 0.043
H -5.015 -0.694 -1.153 0.054
H -3.597 -0.175 -0.979 0.041
H -3.058 -1.800 0.897 0.082
H -3.549 -0.543 1.595 0.081
H 3.463 -2.038 -0.635 0.012
H 3.070 -3.395 -0.074 0.026
H -2.450 0.788 -0.265 0.007
H -2.341 2.292 -0.075 0.051
O 1.373 1.102 -1.172 -0.053
O 2.891 3.301 0.281 -0.067
O 2.452 -1.490 1.563 -0.054
O -4.218 -0.823 -0.627 -0.127
O -3.268 -0.874 0.734 -0.136
O 3.517 -2.982 -0.822 -0.066
O -2.688 1.497 0.344 -0.051
```

Computed properties:
E_HOMO = -7.996 eV
gap between HOMO and LUMO = 0.2943 Ha
lowest unoccupied orbital energy = 0.0131 eV
maximum force = 0.2530 hartree/bohr
energy above the lowest of the compared OMol25 structures with the same formula, charge and spin = 6.479 eV